Record 1
Formula: C5H11NO
Source: OMol25
Level of theory: ωB97M-V/def2-TZVPD

```
18
Properties=species:S:1:pos:R:3
C -0.35 0.51 -0.72
C -1.07 0.47 0.65
C -0.32 -1.03 -0.66
C 0.41 -1.15 1.71
C 0.99 1.21 -0.75
N -0.72 -0.96 0.81
O -1.17 0.95 -1.88
H -0.67 0.68 -2.67
H -2.15 0.63 0.59
H -0.68 1.15 1.42
H -1.10 -1.53 -1.24
H 0.64 -1.51 -0.88
H 1.28 -0.50 1.49
H 0.11 -0.95 2.74
H 0.75 -2.19 1.66
H 1.43 1.32 0.25
H 1.71 0.67 -1.36
H 0.89 2.22 -1.16
```

- LUMO (eV) = 0.91
- structure (SMILES) = CN1CC(C)(O)C1
- ΔE to the lowest compared entry with this formula, charge and spin (kcal per mole) = 51.2


Record 2
Formula: C5H13N2O
Source: OMol25
Level of theory: ωB97M-V/def2-TZVPD

```
21
Properties=species:S:1:pos:R:3
N -1.69 -0.81 2.05
C -0.72 -1.18 1.02
C -1.01 -0.19 -0.13
N -0.18 -0.09 -1.19
C 1.24 -0.45 -1.16
C 2.13 0.45 -0.28
C 1.99 1.96 -0.64
O -2.07 0.41 -0.05
H -2.63 -0.77 1.67
H -1.72 -1.52 2.79
H -1.45 0.09 2.44
H 0.28 -1.07 1.39
H -0.90 -2.21 0.72
H -0.39 0.75 -1.72
H 1.62 -0.37 -2.16
H 1.28 -1.48 -0.82
H 3.16 0.14 -0.37
H 1.71 0.41 0.73
H 0.98 2.24 -0.91
H 2.70 2.24 -1.42
H 2.28 2.55 0.23
```

- LUMO (eV) = -3.67
- structure (SMILES) = CCCNC(=O)C[NH3+]
- net charge = +1
- ΔE to the lowest compared entry with this formula, charge and spin (kcal per mole) = 20.7


Record 3
Formula: C12H24N7O3PTi
Source: OMol25
Level of theory: ωB97M-V/def2-TZVPD

```
48
Properties=species:S:1:pos:R:3
Ti -10.75 -10.61 0.42
N -12.48 -6.92 -1.29
C -12.24 -8.22 -1.53
N -11.85 -8.79 -0.41
C -11.88 -7.75 0.49
N -12.31 -6.65 -0.01
C -11.46 -7.98 1.87
C -11.65 -7.09 2.89
N -11.30 -7.23 4.15
C -10.74 -8.40 4.46
C -10.52 -9.36 3.47
N -10.81 -9.17 2.13
H -12.85 -6.22 -1.94
H -12.41 -8.70 -2.48
H -12.33 -6.26 2.68
H -10.57 -8.60 5.53
H -10.09 -10.31 3.69
N -10.53 -12.19 -1.15
C -9.81 -11.71 -2.38
C -8.31 -11.50 -2.09
C -8.13 -10.23 -1.27
N -8.58 -10.42 0.15
H -9.92 -12.92 -0.71
H -11.42 -12.67 -1.38
H -10.25 -10.78 -2.73
H -9.89 -12.35 -3.23
H -7.83 -11.42 -3.07
H -7.82 -12.33 -1.59
H -8.71 -9.40 -1.68
H -7.13 -9.80 -1.27
H -8.30 -9.57 0.65
H -8.11 -11.21 0.55
C -14.06 -11.43 3.19
O -13.15 -12.49 2.76
P -12.51 -12.38 1.34
O -12.93 -13.78 0.69
C -13.98 -14.72 1.08
O -10.91 -12.43 1.69
C -10.14 -13.44 2.40
H -14.01 -10.61 2.47
H -13.77 -11.17 4.20
H -15.01 -11.82 3.20
H -14.69 -14.70 0.30
H -14.41 -14.39 2.00
H -13.46 -15.63 1.20
H -9.78 -13.07 3.36
H -9.28 -13.69 1.78
H -10.74 -14.34 2.55
```

- LUMO (alpha / beta) (eV) = -6.20 / -6.39
- 2S+1 = 3
- net charge = +2
- ΔE to the lowest compared entry with this formula, charge and spin (kcal per mole) = 0.0


Record 4
Formula: C6H12O
Source: OMol25
Level of theory: ωB97M-V/def2-TZVPD

```
19
Properties=species:S:1:pos:R:3
C 2.60 0.08 -0.12
C 1.16 -0.30 0.19
O 0.96 -0.61 1.54
C 0.20 0.84 -0.02
C -0.83 0.91 -1.04
C -1.40 0.36 0.27
C -2.06 -1.02 0.17
H 2.73 0.32 -1.18
H 3.25 -0.76 0.13
H 2.91 0.95 0.48
H 0.87 -1.13 -0.47
H -0.15 -0.40 1.48
H 0.45 1.75 0.54
H -0.77 0.16 -1.82
H -1.18 1.88 -1.35
H -2.02 1.09 0.80
H -1.39 -1.75 -0.30
H -2.97 -0.96 -0.44
H -2.34 -1.41 1.16
```

- LUMO (eV) = 1.06
- structure (SMILES) = C[C@@H]1C[C@@H]1[C@@H](C)O
- ΔE to the lowest compared entry with this formula, charge and spin (kcal per mole) = 53.7


Record 5
Formula: C3H6ClNO
Source: OMol25
Level of theory: ωB97M-V/def2-TZVPD

```
12
Properties=species:S:1:pos:R:3
C 0.37 -0.11 1.94
C -0.24 0.50 0.97
C 0.48 0.95 -0.17
N 0.48 -0.07 -2.69
O 0.43 -0.46 -1.47
Cl -0.20 2.26 -1.06
H -0.12 -0.53 2.86
H 1.37 -0.34 1.88
H -1.24 0.74 1.05
H 1.50 1.38 0.06
H 1.35 0.16 -3.16
H -0.21 0.44 -3.04
```

- LUMO (alpha / beta) (eV) = 0.49 / 0.49
- ΔE to the lowest compared entry with this formula, charge and spin (kcal per mole) = 117.3


Record 6
Formula: C31H40CeN4O
Source: OMol25
Level of theory: ωB97M-V/def2-TZVPD

```
77
Properties=species:S:1:pos:R:3
Ce -0.05 -0.33 0.54
N 0.98 -3.73 3.63
N -0.43 -1.98 -1.65
C 0.99 2.16 -0.16
C 2.03 1.23 0.16
C 2.05 1.06 1.59
C 2.94 0.18 2.36
H 3.82 -0.11 1.76
H 2.32 -0.93 2.65
H 3.19 0.58 3.35
C 0.97 1.84 2.13
C 0.71 2.14 3.56
H 0.98 3.19 3.79
H 1.29 1.51 4.26
H -0.35 2.02 3.80
C 0.34 2.52 1.06
C -0.69 3.58 1.25
H -1.56 3.18 1.80
H -1.05 3.97 0.29
H -0.31 4.43 1.83
C 3.01 0.63 -0.79
H 4.02 1.04 -0.64
H 2.73 0.83 -1.83
H 3.08 -0.46 -0.68
C 0.77 2.82 -1.47
H -0.30 3.02 -1.64
H 1.11 2.19 -2.30
H 1.30 3.79 -1.56
C -0.01 -4.47 4.12
H 0.20 -4.71 5.14
C -1.16 -4.91 3.45
H -1.83 -5.59 3.98
C -1.34 -4.47 2.15
H -2.19 -4.85 1.59
C -0.51 -3.51 1.59
H -0.48 -3.31 0.47
C 0.47 -2.96 2.60
C 1.48 -2.04 2.53
H 1.68 -1.99 1.32
C -0.60 -0.79 -2.20
C 0.45 -2.77 -2.44
H 1.02 -3.62 -2.08
C 0.33 -2.22 -3.66
H 0.59 -2.63 -4.61
N -0.43 -1.06 -3.54
C -0.48 0.12 -4.30
C 0.69 0.48 -4.98
C 0.54 1.66 -5.68
H 1.31 1.92 -6.41
C -0.59 2.45 -5.47
C -0.79 3.63 -6.33
H -1.33 4.40 -5.78
H -1.38 3.35 -7.21
H 0.18 4.01 -6.66
C -1.60 2.15 -4.55
H -2.48 2.77 -4.42
C -1.52 0.98 -3.84
C -2.44 0.60 -2.70
H -2.48 -0.48 -2.46
H -3.47 0.86 -2.98
H -2.26 1.15 -1.76
C 1.97 -0.32 -4.89
H 1.84 -1.38 -5.15
H 2.45 -0.30 -3.90
H 2.69 0.07 -5.61
C -0.50 -1.07 5.01
N -1.90 -1.16 4.59
C -2.89 -1.30 5.66
C -2.30 -0.74 3.37
O -1.53 -0.43 2.40
H -0.36 -1.79 5.83
H -0.29 -0.06 5.41
H 0.17 -1.32 4.19
H -3.49 -0.39 5.78
H -3.58 -2.14 5.48
H -2.35 -1.49 6.59
H -3.39 -0.70 3.26
```

- LUMO (alpha / beta) (eV) = 2.24 / 2.23
- 2S+1 = 2
- net charge = -1